No. 1
DFT (ωB97M-V with the def2-TZVPD basis set) results for 4 unconnected molecules or ions with the total composition C11H20N4O3.

The value obtained for the HOMO-LUMO gap is 9.3 eV. The total energy comes out at -23836.2931 eV. For the relative energy (zero: lowest compared OMol25 entry of this formula, charge and spin), the calculation gives 0.0 kcal/mol. Its SMILES is c1ccncc1.CC(N)=O.CC(N)=O.CC(N)=O.

The geometry in XYZ format:
```
38
C11H20N4O3 (ωB97M-V with the def2-TZVPD basis set)
C 1.328 4.837 -2.185
C -0.047 4.826 -2.007
C -0.596 3.819 -1.213
N 0.131 2.935 -0.566
C 1.452 2.965 -0.720
C 2.097 3.882 -1.528
H 1.781 5.606 -2.799
H -0.639 5.586 -2.498
H -1.669 3.834 -1.043
H 2.006 2.269 -0.099
H 3.159 3.819 -1.728
C -0.575 -2.063 1.353
C -0.773 -0.819 0.521
N 0.080 0.183 0.766
O -1.654 -0.742 -0.328
H 0.175 -2.734 0.931
H -1.491 -2.648 1.433
H -0.278 -1.831 2.379
H -0.039 1.050 0.246
H 0.801 0.151 1.472
C 4.355 -1.069 0.984
C 3.303 -1.168 2.063
N 3.231 -2.359 2.716
O 2.550 -0.249 2.337
H 5.310 -1.417 1.373
H 4.418 -0.024 0.693
H 4.031 -1.643 0.117
H 2.548 -2.412 3.455
H 3.999 -3.005 2.769
C -4.349 -2.309 -2.076
C -4.630 -2.836 -0.700
N -4.182 -2.058 0.332
O -5.309 -3.832 -0.527
H -3.459 -1.684 -2.134
H -5.229 -1.756 -2.405
H -4.209 -3.139 -2.768
H -3.393 -1.442 0.160
H -4.232 -2.522 1.226
```

Mulliken atomic charge list, values in e, 8 entries: -0.12 -0.48 -0.30 -0.50 -0.05 -0.64 0.37 0.36

No. 2
DFT (ωB97M-V with the def2-TZVPD basis set) results for 2 unconnected molecules or ions with the total composition CHFINO2.

The value obtained for the HOMO-LUMO gap (alpha / beta) is 10.0 / 6.8 eV. The total energy comes out at -17450.5385 eV. For the relative energy (zero: lowest compared OMol25 entry of this formula, charge and spin), the calculation gives 55.9 kcal/mol.

The geometry in XYZ format:
```
7
CHFINO2 (ωB97M-V with the def2-TZVPD basis set)
C -0.573 -0.115 -0.496
N -0.331 2.507 -0.236
O -1.417 2.882 0.053
O 0.722 3.040 -0.436
F -0.288 -0.412 -1.721
I -2.557 -0.143 0.038
H 0.202 0.228 0.159
```

The molecule's Mulliken atomic charges, reported in e, are given here: -0.33 0.68 -0.38 -0.44 -0.18 0.17 0.48

No. 3
DFT (ωB97M-V with the def2-TZVPD basis set) results for a single C4H10N2 molecule.

The value obtained for the HOMO-LUMO gap is 9.4 eV. The total energy comes out at -7289.8735 eV. For the relative energy (zero: lowest compared OMol25 entry of this formula, charge and spin), the calculation gives 17.2 kcal/mol. Its SMILES is [H]/N=C(/C)N(C)C.

The geometry in XYZ format:
```
16
C4H10N2 (ωB97M-V with the def2-TZVPD basis set)
H 1.748 0.921 1.015
N 0.886 1.434 0.819
C 0.009 0.761 0.185
C -1.222 1.449 -0.302
N 0.109 -0.602 -0.128
C 1.278 -1.285 0.403
C -0.924 -1.338 -0.821
H -2.125 0.960 0.125
H -1.310 1.375 -1.394
H -1.234 2.486 0.031
H 2.258 -0.987 -0.073
H 1.399 -1.062 1.494
H 1.127 -2.357 0.275
H -1.269 -0.837 -1.760
H -0.540 -2.344 -1.139
H -1.864 -1.505 -0.199
```

Mulliken atomic charge list, values in e, 8 entries: 0.24 -0.77 0.80 -1.10 0.15 -1.23 -0.85 0.28

No. 4
DFT (ωB97M-V with the def2-TZVPD basis set) results for 8 unconnected molecules or ions with the total composition C47H105B2F8N5O.

The total charge is +2. The value obtained for the HOMO-LUMO gap is 6.6 eV. The total energy comes out at -83027.8692 eV.

The geometry in XYZ format:
```
168
C47H105B2F8N5O (ωB97M-V with the def2-TZVPD basis set)
C -6.221 -8.907 -23.800
C -7.523 -9.194 -23.112
O -8.709 -9.376 -23.864
H -5.290 -8.942 -23.234
H -6.218 -7.910 -24.239
H -6.022 -9.643 -24.579
H -7.677 -8.316 -22.484
H -7.477 -9.929 -22.308
C -1.511 -6.728 -25.896
C -2.530 -7.835 -26.248
C -1.819 -9.215 -26.359
N -2.739 -10.445 -26.891
C -1.927 -11.721 -26.663
C -2.509 -13.001 -27.269
C -2.910 -12.841 -28.749
C -3.723 -11.555 -29.006
C -3.120 -10.272 -28.380
C -4.017 -10.414 -25.960
H -1.067 -7.096 -24.971
H -2.003 -5.757 -25.963
H -0.617 -6.712 -26.519
H -3.044 -7.503 -27.150
H -3.372 -7.840 -25.555
H -1.330 -9.575 -25.454
H -1.019 -9.303 -27.094
H -0.997 -11.468 -27.172
H -1.771 -11.734 -25.584
H -1.747 -13.745 -27.034
H -3.420 -13.348 -26.781
H -2.032 -12.839 -29.394
H -3.521 -13.651 -29.147
H -3.969 -11.274 -30.030
H -4.743 -11.578 -28.624
H -2.141 -10.088 -28.822
H -3.820 -9.436 -28.384
H -3.617 -10.399 -24.947
H -4.577 -11.307 -26.237
H -4.644 -9.559 -26.213
C -7.808 -7.642 -19.568
C -6.447 -6.895 -19.466
C -5.659 -7.068 -20.767
N -4.476 -6.061 -20.956
C -3.533 -6.094 -19.756
C -2.250 -5.311 -20.057
C -1.534 -5.733 -21.321
C -2.518 -5.737 -22.560
C -3.777 -6.572 -22.227
C -5.025 -4.628 -21.094
H -8.527 -7.247 -18.850
H -7.784 -8.724 -19.436
H -8.298 -7.513 -20.533
H -5.899 -7.385 -18.661
H -6.601 -5.840 -19.241
H -6.242 -6.795 -21.646
H -5.383 -8.098 -20.993
H -3.388 -7.160 -19.578
H -4.090 -5.682 -18.915
H -1.641 -5.352 -19.154
H -2.610 -4.285 -20.130
H -1.139 -6.749 -21.302
H -0.590 -5.256 -21.582
H -2.020 -6.144 -23.441
H -2.824 -4.721 -22.808
H -3.544 -7.624 -22.060
H -4.388 -6.540 -23.129
H -5.260 -4.264 -20.094
H -5.877 -4.692 -21.770
H -4.280 -4.005 -21.589
C -5.967 -11.431 -18.746
C -5.303 -12.244 -19.901
C -6.173 -12.797 -21.112
N -5.331 -13.719 -22.094
C -4.846 -14.982 -21.305
C -4.436 -16.108 -22.259
C -5.372 -16.474 -23.412
C -5.706 -15.197 -24.223
C -6.280 -14.051 -23.280
C -4.222 -12.816 -22.725
H -6.742 -12.059 -18.306
H -6.324 -10.555 -19.287
H -5.234 -11.033 -18.045
H -4.811 -13.069 -19.385
H -4.486 -11.583 -20.192
H -6.607 -12.017 -21.737
H -7.014 -13.437 -20.845
H -5.667 -15.302 -20.665
H -4.093 -14.694 -20.571
H -4.236 -16.974 -21.627
H -3.486 -15.828 -22.714
H -6.324 -16.919 -23.123
H -4.906 -17.185 -24.095
H -6.450 -15.460 -24.976
H -4.773 -14.820 -24.642
H -7.171 -14.394 -22.753
H -6.473 -13.155 -23.870
H -4.641 -11.855 -23.024
H -3.973 -13.362 -23.635
H -3.417 -12.702 -21.999
C -6.364 -7.808 -27.852
C -7.273 -9.015 -28.261
C -8.684 -8.890 -27.583
N -9.524 -10.203 -27.541
C -8.823 -11.400 -26.780
C -9.591 -12.793 -26.801
C -9.775 -13.119 -28.244
C -10.544 -11.980 -29.064
C -9.792 -10.649 -29.004
C -10.757 -9.843 -26.649
H -6.840 -6.932 -28.294
H -5.362 -7.882 -28.275
H -6.317 -7.729 -26.766
H -6.755 -9.923 -27.953
H -7.315 -8.977 -29.350
H -9.344 -8.144 -28.024
H -8.576 -8.605 -26.536
H -7.826 -11.555 -27.192
H -8.599 -10.958 -25.809
H -9.174 -13.678 -26.321
H -10.574 -12.594 -26.375
H -8.880 -13.324 -28.831
H -10.459 -13.963 -28.324
H -10.553 -12.381 -30.078
H -11.586 -11.972 -28.744
H -8.849 -10.823 -29.523
H -10.275 -9.817 -29.515
H -11.146 -8.852 -26.882
H -10.560 -9.859 -25.577
H -11.543 -10.550 -26.914
C -10.001 -2.211 -28.062
C -9.533 -3.412 -27.149
C -10.624 -3.902 -26.210
N -10.161 -4.916 -25.126
C -11.399 -5.723 -24.792
C -11.146 -6.726 -23.631
C -10.612 -6.008 -22.309
C -9.353 -5.181 -22.646
C -9.600 -4.235 -23.852
C -9.175 -5.977 -25.784
H -10.094 -1.305 -27.464
H -10.957 -2.273 -28.582
H -9.318 -1.840 -28.826
H -8.564 -3.150 -26.724
H -9.378 -4.176 -27.911
H -11.383 -4.351 -26.851
H -11.204 -3.112 -25.733
H -12.166 -5.018 -24.472
H -11.806 -6.137 -25.715
H -12.097 -7.188 -23.371
H -10.554 -7.586 -23.943
H -11.357 -5.354 -21.857
H -10.255 -6.681 -21.529
H -9.097 -4.616 -21.750
H -8.508 -5.802 -22.947
H -10.287 -3.404 -23.691
H -8.697 -3.719 -24.178
H -8.281 -5.446 -26.111
H -9.753 -6.410 -26.601
H -8.817 -6.635 -24.992
B -5.295 -4.441 -25.027
F -4.059 -4.755 -25.563
F -6.047 -5.485 -24.721
F -4.972 -3.813 -23.800
F -5.955 -3.539 -25.807
B -1.875 -9.932 -22.246
F -1.985 -8.800 -23.071
F -1.666 -11.079 -22.955
F -0.928 -9.696 -21.296
F -3.163 -9.993 -21.726
```

Mulliken atomic charge list, values in e, 8 entries: 2.68 -0.25 -0.80 -1.05 -0.47 -0.24 -0.76 -0.18

No. 5
DFT (ωB97M-V with the def2-TZVPD basis set) results for a single C3H6FN3 molecule.

The value obtained for the HOMO-LUMO gap is 10.2 eV. The total energy comes out at -10392.7244 eV. For the relative energy (zero: lowest compared OMol25 entry of this formula, charge and spin), the calculation gives 66.6 kcal/mol. Its SMILES is [H]/N=C1/NNC[C@@H]1F.

The geometry in XYZ format:
```
13
C3H6FN3 (ωB97M-V with the def2-TZVPD basis set)
H -2.520 -1.159 0.054
N -2.346 -0.176 -0.163
C -1.036 0.041 -0.302
N -0.328 1.247 -0.708
N 1.114 1.113 -0.399
C 0.992 0.104 0.763
C 0.123 -0.876 0.066
F 0.908 -1.322 -0.973
H -0.615 2.303 -0.460
H 1.625 0.518 -1.166
H 0.312 0.438 1.773
H 2.066 -0.310 0.989
H -0.295 -1.920 0.526
```

Mulliken atomic charge list, values in e, 8 entries: 0.23 -0.75 0.34 -0.29 -0.54 -0.50 0.29 -0.30

No. 6
DFT (ωB97M-V with the def2-TZVPD basis set) results for 3 unconnected molecules or ions with the total composition CH10NO2.

Its multiplicity is 2. The total charge is +2. The value obtained for the HOMO-LUMO gap (alpha / beta) is 10.7 / 2.6 eV. The total energy comes out at -6761.5507 eV. For the relative energy (zero: lowest compared OMol25 entry of this formula, charge and spin), the calculation gives 13.3 kcal/mol.

The geometry in XYZ format:
```
14
CH10NO2 (ωB97M-V with the def2-TZVPD basis set)
C -0.730 -0.559 -1.195
N -0.192 0.360 -0.106
H -1.701 -0.217 -1.535
H -0.696 -1.566 -0.812
H -0.119 -0.510 -2.079
H -0.487 1.335 -0.187
H -0.521 -0.027 0.821
H 0.853 0.394 -0.124
H -2.027 0.045 2.712
H -1.726 -1.459 2.133
O -1.610 -0.501 2.021
H 3.429 0.247 -0.674
H 2.758 1.629 -0.782
O 2.769 0.829 -0.192
```

Mulliken atomic charge list, values in e, 8 entries: -0.75 -0.18 0.34 0.34 0.37 0.43 0.38 0.23